[1]
C5H9Br2N in the gas phase at a distorted geometry, computed with ωB97M-V/def2-TZVPD.

Cartesian coordinates (Å):
C  2.678  -0.713  0.209
C  1.152  -0.673  -0.054
C  0.398  0.596  0.330
C  -0.925  0.700  -0.350
Br  -1.527  2.599  -0.079
N  -1.747  -0.385  -0.027
C  -3.283  -0.072  -0.080
Br  -4.548  -1.360  0.127
H  3.334  -0.016  -0.365
H  2.827  -0.342  1.254
H  3.186  -1.733  0.102
H  0.947  -1.028  -1.159
H  0.637  -1.468  0.591
H  0.272  0.785  1.471
H  1.094  1.455  -0.086
H  -0.980  0.785  -1.509
H  -3.515  0.871  -0.375

Summary:
- largest force on an atom (eV/Å) = 10.568
- E_HOMO (Eh) = -0.3473
- E_tot (a.u.) = -5398.573785
- LUMO level (eV) = -0.784
- net charge = 0

The molecule's natural (NBO) atomic charges, reported in e, are given here: -0.618 -0.411 -0.448 -0.077 -0.102 -0.421 -0.042 0.185 0.207 0.203 0.221 0.207 0.217 0.234 0.219 0.237 0.189

=====

[2]
A 7-piece molecular cluster, C21H28BClF6O19P overall at a distorted geometry, computed with ωB97M-V/def2-TZVPD.

Cartesian coordinates (Å):
O  0.348  1.921  0.488
P  -0.473  2.066  1.747
B  -1.975  3.261  1.644
C  -2.960  2.824  0.399
C  -4.465  2.919  0.636
C  -4.963  2.382  1.931
Cl  -4.710  0.615  2.014
H  0.353  2.519  2.813
H  -0.923  0.799  2.199
H  -2.492  3.294  2.752
H  -1.471  4.358  1.445
H  -2.744  1.836  0.017
H  -2.736  3.488  -0.421
H  -4.970  2.343  -0.132
H  -4.826  3.930  0.520
H  -4.495  2.831  2.785
H  -6.028  2.522  2.012
C  3.444  1.818  0.987
C  3.381  1.392  2.426
O  4.664  1.774  2.926
C  5.096  2.817  2.164
O  6.032  3.503  2.440
O  4.347  2.946  1.062
F  3.243  0.051  2.558
H  3.892  1.041  0.365
H  2.468  2.098  0.584
H  2.608  1.887  3.013
C  1.082  1.309  -3.027
C  2.282  2.196  -2.814
O  2.581  2.635  -4.135
C  1.422  2.604  -4.853
O  1.275  3.119  -5.913
O  0.474  1.919  -4.184
F  3.331  1.506  -2.318
H  1.381  0.288  -3.269
H  0.404  1.309  -2.175
H  2.092  3.062  -2.179
C  -5.413  -4.079  1.275
C  -4.274  -3.093  1.430
O  -4.101  -2.623  0.103
C  -5.291  -2.729  -0.543
O  -5.566  -2.229  -1.579
O  -6.139  -3.519  0.174
F  -3.136  -3.695  1.846
H  -5.041  -5.067  1.002
H  -6.047  -4.157  2.153
H  -4.494  -2.251  2.085
C  6.778  -0.346  -2.899
C  6.986  -1.163  -4.154
O  5.825  -1.970  -4.189
C  4.829  -1.298  -3.530
O  3.680  -1.577  -3.592
O  5.349  -0.265  -2.837
F  8.082  -1.961  -4.081
H  7.149  -0.858  -2.013
H  7.213  0.649  -2.952
H  7.044  -0.584  -5.077
C  -9.188  -3.731  -0.721
C  -9.621  -4.669  0.384
O  -10.946  -4.247  0.644
C  -11.442  -3.689  -0.503
O  -12.586  -3.458  -0.700
O  -10.436  -3.463  -1.379
F  -8.878  -4.533  1.510
H  -8.774  -2.807  -0.320
H  -8.475  -4.171  -1.411
H  -9.634  -5.724  0.106
C  8.372  0.933  2.540
C  8.386  -0.480  3.080
O  7.402  -1.120  2.283
C  7.331  -0.464  1.095
O  6.783  -0.880  0.126
O  7.983  0.717  1.172
F  8.026  -0.546  4.381
H  7.623  1.542  3.043
H  9.338  1.428  2.588
H  9.334  -1.007  2.956

Summary:
- largest force on an atom (eV/Å) = 1.206
- E_HOMO (Eh) = -0.2050
- E_tot (a.u.) = -3672.350182
- LUMO level (eV) = 1.879
- net charge = -1

The molecule's Mulliken atomic charges, reported in e, are given here: -0.547 0.203 0.331 -0.718 -0.710 -0.646 -0.178 -0.125 -0.051 -0.250 -0.218 0.274 0.270 0.344 0.289 0.347 0.381 0.377 0.398 -0.342 0.684 -0.583 -0.337 -0.301 0.067 -0.218 0.250 -0.124 0.396 -0.328 0.583 -0.543 -0.342 -0.171 0.192 0.165 0.168 -0.487 0.450 -0.302 0.608 -0.495 -0.208 -0.309 0.277 0.295 0.157 -0.205 0.322 -0.359 0.598 -0.502 -0.143 -0.303 0.087 0.304 0.275 -0.179 0.311 -0.321 0.590 -0.499 -0.338 -0.273 0.203 0.252 0.267 -0.289 0.302 -0.323 0.683 -0.538 -0.310 -0.292 0.165 0.274 0.264

=====

[3]
C17H20N6O2S4 in the gas phase at a distorted geometry, computed with ωB97M-V/def2-TZVPD.

Cartesian coordinates (Å):
C  0.599  0.758  -2.560
C  2.013  0.213  -2.402
C  1.998  -1.268  -2.026
C  3.399  -1.876  -1.910
N  4.145  -1.325  -0.801
C  4.163  -1.909  0.408
O  3.691  -2.997  0.652
C  4.893  -1.125  1.502
S  4.892  0.683  1.293
C  3.188  1.004  1.205
N  2.730  2.093  0.720
C  1.369  2.135  0.745
C  0.567  3.168  0.269
C  -0.804  3.046  0.330
C  -1.400  1.898  0.866
N  -2.781  1.729  0.949
C  -3.766  2.503  0.435
O  -3.624  3.543  -0.167
C  -5.154  1.924  0.712
S  -5.584  0.545  -0.408
C  -4.818  -0.791  0.382
N  -4.030  -0.714  1.399
N  -3.551  -1.886  1.816
C  -3.971  -2.893  1.131
N  -3.680  -4.179  1.397
S  -5.071  -2.437  -0.191
C  -0.616  0.855  1.353
C  0.756  0.982  1.287
S  1.969  -0.159  1.787
H  0.074  0.235  -3.357
H  0.035  0.632  -1.638
H  0.622  1.818  -2.798
H  2.559  0.342  -3.340
H  2.530  0.791  -1.634
H  1.446  -1.825  -2.786
H  1.481  -1.401  -1.074
H  3.965  -1.706  -2.830
H  3.317  -2.950  -1.728
H  4.516  -0.391  -0.901
H  5.946  -1.411  1.504
H  4.461  -1.383  2.470
H  1.032  4.048  -0.142
H  -1.436  3.835  -0.041
H  -3.079  0.848  1.379
H  -5.902  2.688  0.503
H  -5.249  1.558  1.734
H  -3.838  -4.869  0.684
H  -2.931  -4.346  2.050
H  -1.074  -0.031  1.768

Summary:
- largest force on an atom (eV/Å) = 1.679
- E_HOMO (Eh) = -0.2916
- E_tot (a.u.) = -2731.642011
- LUMO level (eV) = 0.133
- net charge = 0

The molecule's natural (NBO) atomic charges, reported in e, are given here: -0.600 -0.404 -0.403 -0.221 -0.623 0.667 -0.623 -0.635 0.310 -0.097 -0.448 0.056 -0.182 -0.239 0.164 -0.630 0.667 -0.602 -0.610 0.324 -0.136 -0.342 -0.338 0.250 -0.799 0.319 -0.283 -0.124 0.349 0.199 0.206 0.213 0.192 0.200 0.202 0.207 0.193 0.229 0.408 0.261 0.250 0.229 0.258 0.438 0.261 0.250 0.401 0.414 0.226

=====

[4]
An isolated ion of composition C4H9NO and charge +1 at a distorted geometry, computed with ωB97M-V/def2-TZVPD.

Cartesian coordinates (Å):
C  -1.373  -0.247  -1.137
N  -1.002  0.051  0.255
C  1.085  0.815  -0.477
C  0.413  -0.319  0.284
C  0.781  -0.280  1.766
O  1.448  -1.203  2.350
H  -0.789  -1.065  -1.666
H  -2.490  -0.549  -1.181
H  -1.261  0.698  -1.704
H  -1.477  -0.102  1.212
H  2.157  0.795  -0.308
H  0.889  0.555  -1.487
H  0.602  1.694  -0.257
H  0.597  -1.360  -0.057
H  0.420  0.517  2.405

Summary:
- largest force on an atom (eV/Å) = 6.508
- E_HOMO (spin up / spin down) (Eh) = -0.5434 / -0.5411
- E_tot (a.u.) = -287.399774
- LUMO level (spin up / spin down) (eV) = -4.296 / -8.644
- spin multiplicity = 2
- net charge = +1

The molecule's natural (NBO) atomic charges, reported in e, are given here: -0.505 -0.126 -0.589 -0.196 0.351 -0.418 0.278 0.277 0.289 0.468 0.272 0.231 0.228 0.284 0.158